# 1
C17H40CeNOP3 as an isolated structure in a non-equilibrium geometry. Source: OMol25; level of theory: ωB97M-V/def2-TZVPD.

Each line ends with the Mulliken spin population.
Positions of all 63 atoms, in Å:
Ce1 1.0281 -0.8111 0.5738  0.860
P1 -0.4033 1.6585 -0.6871  0.004
P2 -0.4990 0.6865 2.7239  0.003
P3 -2.6000 -1.1400 0.2884  0.041
O1 1.9082 -1.2183 -1.5553  -0.039
N1 0.1852 -2.9634 1.6521  -0.002
C1 3.3938 -0.4927 -4.7322  0.005
C2 0.8885 2.7654 -1.3497  -0.001
C3 -3.9870 0.0655 0.0663  0.009
C4 0.4713 2.2392 2.9728  0.003
C5 4.3426 0.9707 -3.0489  0.003
C6 -2.7799 -2.1813 -1.2500  0.002
C7 -1.6429 2.9052 -0.2060  0.000
C8 -2.1650 1.3220 3.1541  -0.001
C9 2.4812 -0.4745 -2.4939  0.002
C10 2.3731 -0.8740 -3.8526  -0.009
C11 3.0595 -1.4058 1.3519  -0.001
C12 3.3046 0.6532 -2.1704  -0.003
C13 -3.4554 -2.3063 1.4361  0.005
C14 4.3663 0.4316 -4.3441  -0.006
C15 -0.0989 -0.2256 4.2727  0.003
C16 -1.1023 1.0283 -2.2581  0.007
C17 3.0841 -2.0710 0.0904  0.057
H1 -0.0586 -2.6763 2.6070  0.000
H2 -2.0784 1.9018 4.0810  0.000
H3 -3.6062 1.0052 -0.3554  -0.001
H4 1.5637 -1.5571 -4.1392  0.000
H5 5.1068 1.6873 -2.7070  0.000
H6 3.4286 -0.9295 -5.7343  0.000
H7 -4.4243 0.2662 1.0572  -0.001
H8 3.3782 -0.3435 1.4551  0.001
H9 -2.0588 -1.8471 -2.0139  0.000
H10 0.0140 0.5208 5.0674  0.001
H11 3.1327 -1.9983 2.2573  0.008
H12 3.9458 -1.8816 -0.5497  0.000
H13 -0.0373 -0.8512 -0.9467  0.046
H14 -0.7517 0.0099 -2.4359  0.000
H15 -2.6222 2.6132 -0.5866  0.000
H16 0.7110 -3.8484 1.6883  0.000
H17 -2.8669 0.4946 3.3138  0.000
H18 5.1344 0.7694 -5.0576  0.000
H19 2.7084 -3.1071 -0.0698  0.002
H20 1.5506 2.0418 2.9172  0.000
H21 -0.7803 1.6379 -3.1027  -0.001
H22 1.3618 2.3231 -2.2353  -0.001
H23 -1.3641 3.8735 -0.6513  0.001
H24 1.6513 2.9526 -0.5886  0.000
H25 -3.1570 -3.3410 1.2199  0.000
H26 -3.8081 -2.1037 -1.6391  -0.001
H27 3.1692 1.1452 -1.1802  0.001
H28 -2.1898 1.0061 -2.2078  0.000
H29 0.2181 2.6079 3.9763  0.001
H30 0.2225 3.0054 2.2259  0.000
H31 -1.6770 3.0163 0.8829  0.000
H32 -2.5639 -3.2335 -0.9863  -0.001
H33 -0.9059 -0.9176 4.5427  0.000
H34 0.8375 -0.7932 4.1856  0.000
H35 -4.7428 -0.3746 -0.5933  0.001
H36 -3.1808 -2.0370 2.4639  0.000
H37 -0.6927 -3.0649 1.1309  0.000
H38 0.3916 3.7049 -1.6160  0.000
H39 -2.5674 1.9716 2.3690  0.000
H40 -4.5446 -2.2116 1.3209  0.002

**Multiplicity**: 2
**Net charge**: +3
**Total energy**: -2299.721284 Eh
**Largest force on an atom**: 4.480 eV/A

***

# 2
C56H138AsF6N7O6 as an isolated structure in a non-equilibrium geometry. Source: OMol25; level of theory: ωB97M-V/def2-TZVPD.

Each line ends with the Mulliken spin population.
Positions of all 214 atoms, in Å:
As1 -0.2431 0.5388 0.3402  0.759
F1 0.8308 0.1065 -1.0158  -0.071
F2 -1.2497 1.0394 1.6712  -0.030
F3 1.1587 1.2320 1.2330  -0.011
F4 -0.4943 2.1889 -0.4675  -0.010
F5 0.0574 -1.0434 1.2044  0.029
F6 -1.6409 -0.2179 -0.3578  -0.026
O1 2.8091 0.1543 -5.9838  -0.003
O2 2.8137 -2.0756 4.0216  -0.021
O3 -4.7312 2.8859 -1.2487  -0.022
O4 -1.0621 -3.8207 -2.1881  -0.009
O5 0.2534 8.4749 0.7899  0.000
O6 5.1254 0.4924 -1.2467  -0.017
N1 4.8544 -2.6609 6.1412  0.000
N2 7.4597 0.0542 -3.1414  0.000
N3 1.4334 5.3739 0.7448  -0.085
N4 -5.5808 -0.8856 4.8200  -0.006
N5 -1.6252 -5.3131 0.4876  -0.005
N6 -0.0369 1.1584 -6.4320  -0.004
N7 -6.3517 0.3303 -1.4634  -0.004
C1 1.2718 1.7498 -7.1091  0.005
C2 -3.6062 3.7846 -0.9769  -0.002
C3 3.3819 -0.4445 -7.1045  -0.001
C4 -4.5436 -1.4889 -2.4107  0.013
C5 -0.5418 -2.8354 -3.1645  -0.020
C6 -0.6153 -5.7860 -0.6312  -0.004
C7 1.5863 -1.6505 3.5574  0.021
C8 -5.5037 -1.0217 3.2758  0.031
C9 -1.6794 -6.4065 1.5772  0.002
C10 2.5071 1.5579 -6.1858  -0.008
C11 3.9420 0.3131 -0.4771  0.041
C12 6.4719 1.2896 -3.1662  0.005
C13 -0.1015 -4.7011 -1.6858  0.014
C14 -4.3126 -0.0409 5.0166  0.009
C15 0.4282 4.5892 1.5267  0.015
C16 -1.4458 3.5146 -6.8188  -0.003
C17 5.0806 1.1060 -2.5222  -0.029
C18 -7.5835 -0.3855 -2.0225  0.000
C19 2.3558 4.2386 0.1928  -0.033
C20 -5.9477 1.3194 -2.6311  0.001
C21 -0.2508 7.3771 -0.0118  -0.002
C22 2.9834 5.6006 2.8749  0.005
C23 -5.2152 -0.7466 -1.1947  -0.018
C24 6.7257 -1.2739 -3.4099  0.003
C25 5.7332 -1.7175 5.2972  0.000
C26 7.9470 -0.0968 -1.7064  -0.001
C27 -4.0858 -4.8415 0.8109  0.013
C28 -2.4419 -7.7578 1.2335  0.000
C29 0.8132 6.2402 -0.4006  0.022
C30 -8.1031 -0.6599 4.4447  -0.001
C31 8.6419 0.2406 -4.1635  0.000
C32 5.4163 -3.9346 8.4282  0.000
C33 2.2335 6.2784 1.6623  -0.001
C34 9.6680 -0.9269 -4.3099  0.000
C35 2.8248 -3.3225 4.6946  -0.002
C36 -4.6248 2.1113 -2.4371  -0.008
C37 -9.5396 -0.4915 5.0713  0.000
C38 -3.2271 -0.5659 4.0857  0.043
C39 6.0822 -1.3224 -4.7766  -0.001
C40 -1.3041 1.9439 -7.0429  0.002
C41 -0.2301 -0.2559 -6.8727  0.007
C42 3.5109 4.6563 -0.7217  0.013
C43 -6.6447 1.0423 -0.0784  -0.005
C44 -1.2154 0.7198 -4.1980  -0.080
C45 5.8586 -3.3925 7.0495  0.000
C46 6.0930 -0.3154 5.9739  0.000
C47 -6.9280 -0.2662 5.2965  0.001
C48 -4.0380 -0.8408 2.8887  -0.136
C49 -1.1221 -3.8726 1.0442  -0.017
C50 -7.8159 2.0696 -0.1084  0.000
C51 3.8438 -1.8562 7.0004  0.001
C52 -5.3554 -2.2106 5.4932  0.004
C53 -0.8514 9.0565 1.5413  0.000
C54 4.1054 -3.7654 5.3115  0.001
C55 -3.0346 -5.2645 -0.2541  -0.003
C56 0.0032 1.3366 -4.9319  0.022
H1 -5.4066 -1.9821 6.5578  0.001
H2 10.2656 -0.7745 -5.2086  0.000
H3 1.7292 -0.7548 2.9528  0.020
H4 -0.7720 7.6970 -0.9141  -0.001
H5 -3.5188 -7.7797 1.0667  0.000
H6 -3.0062 -4.5884 -1.1086  0.003
H7 -1.0369 0.7082 -3.1227  0.066
H8 -6.7311 2.0690 -2.7437  0.001
H9 -2.7868 3.1620 -0.6178  0.025
H10 1.0321 -1.3318 4.4402  -0.001
H11 0.6062 -0.8841 -6.5660  0.000
H12 -2.1435 1.3529 -6.6766  0.001
H13 -0.0866 -3.4028 -3.9763  -0.004
H14 10.2513 -1.0231 -3.3941  0.000
H15 3.1886 -1.1432 6.5000  0.000
H16 2.8137 3.7163 1.0328  0.002
H17 -3.2527 -6.2907 -0.5499  0.001
H18 7.4644 -2.0731 -3.3498  0.000
H19 -6.0783 -2.9467 5.1415  0.000
H20 -8.1869 0.4155 -2.4496  0.000
H21 3.2838 2.1450 -6.6759  0.000
H22 6.2697 -4.1936 6.4352  0.000
H23 -6.9275 -0.4799 6.3653  0.000
H24 5.0578 -1.5026 4.4691  0.001
H25 5.1743 0.2699 5.9332  0.000
H26 -0.3131 4.1796 0.8404  0.044
H27 6.5553 -2.3308 4.9283  0.000
H28 -3.9714 -0.0184 2.1765  0.033
H29 -8.6299 1.6218 -0.6784  0.000
H30 -3.2919 4.3739 -1.8383  -0.005
H31 -1.3436 1.7507 -8.1149  -0.001
H32 0.6730 -4.0716 -1.2477  0.007
H33 0.0774 -1.9858 -2.8767  0.043
H34 8.9025 -0.6209 -1.7263  0.000
H35 4.4835 -1.2631 7.6540  0.000
H36 -0.9778 6.8287 0.5873  0.003
H37 -1.4651 -2.5260 -3.6542  -0.003
H38 8.1961 0.9026 -1.3498  0.000
H39 -2.4963 0.2347 3.9711  0.004
H40 -1.6241 -3.1622 0.3874  0.051
H41 3.9510 -1.3654 -6.9778  -0.001
H42 0.0959 2.4135 -4.7911  -0.011
H43 -2.7078 -1.4055 4.5478  0.009
H44 6.6111 -0.2989 6.9327  0.000
H45 -3.7247 -2.0167 -1.9220  0.025
H46 -8.0262 -0.8125 -1.1227  0.000
H47 1.1473 2.7429 -7.5407  0.000
H48 -1.4674 3.5771 -5.7308  0.006
H49 5.0006 -1.3025 -4.6422  0.002
H50 8.1346 0.4767 -5.0989  0.000
H51 1.6411 6.6959 -0.9438  0.004
H52 9.0853 1.1219 -3.7002  0.000
H53 2.8568 6.7915 0.9300  0.002
H54 -9.8339 0.5580 5.0754  0.000
H55 -4.9956 -4.4048 0.3990  -0.006
H56 -6.8473 0.2099 0.5956  0.001
H57 -2.3898 -8.4032 2.1104  0.000
H58 0.3586 -5.3278 -2.4498  0.005
H59 -3.9235 -0.2627 6.0104  0.001
H60 -1.1719 -0.5596 -6.4156  -0.001
H61 3.2215 6.3537 3.6261  0.000
H62 -7.6978 3.0880 -0.4787  0.000
H63 -8.2349 2.0919 0.8976  0.000
H64 -0.6153 -6.5675 1.7501  0.001
H65 -4.3841 2.7162 -3.3113  0.001
H66 -2.0844 -5.8652 2.4322  0.000
H67 -10.3520 -1.0072 4.5594  0.000
H68 -5.2721 -2.1971 -2.8056  -0.003
H69 4.1075 0.2440 -7.5376  0.001
H70 -4.0116 4.4201 -0.1896  0.000
H71 1.4362 1.1207 -7.9840  -0.001
H72 -1.5151 -3.8024 2.0584  0.014
H73 -4.3524 -2.5946 5.3067  -0.003
H74 0.4673 5.5469 -1.1674  0.006
H75 5.5872 -3.0925 9.0989  0.000
H76 9.1827 -1.8623 -4.5886  0.000
H77 2.5040 2.0241 -5.2005  0.015
H78 -6.0197 0.7001 -3.5251  0.000
H79 6.0712 -4.7072 8.8311  0.000
H80 3.1954 1.1065 -0.4400  0.005
H81 -3.7277 -1.6480 2.2251  0.044
H82 -0.4540 9.4380 2.4819  0.000
H83 -9.5576 -0.8176 6.1113  0.000
H84 6.4722 1.5374 -4.2276  0.001
H85 4.3909 0.4283 -3.0253  0.018
H86 6.0561 -1.5450 -2.5938  0.000
H87 -6.8082 0.8170 5.2779  0.000
H88 -5.5812 -1.4339 -0.4320  -0.005
H89 3.9717 5.2098 2.6327  0.000
H90 -4.4545 -0.1562 -0.6837  0.033
H91 -1.6406 8.3729 1.8544  0.000
H92 6.9900 2.1452 -2.7328  0.000
H93 6.7370 0.3280 5.3745  0.000
H94 6.2294 -0.4268 -5.3802  0.000
H95 6.2936 -2.1651 -5.4348  0.000
H96 2.6053 -0.5729 -7.8586  0.000
H97 1.4213 6.9245 1.9954  0.000
H98 -0.8556 -6.7337 -1.1131  0.000
H99 4.5334 2.0410 -2.4024  0.005
H100 -0.6852 4.2019 -7.1889  0.000
H101 6.6357 -2.6480 7.2221  0.000
H102 -5.8842 -2.0217 3.0676  0.003
H103 -6.1809 -0.4218 2.6678  0.002
H104 -8.0811 -0.0634 3.5327  0.001
H105 3.1161 5.1343 -1.6182  -0.002
H106 -3.7122 -4.3050 1.6831  0.004
H107 4.2746 0.1386 0.5462  -0.004
H108 1.6751 3.5601 -0.3213  0.065
H109 -1.2306 9.8781 0.9337  0.000
H110 -2.3774 3.9909 -7.1245  0.000
H111 0.9031 3.8907 2.2156  0.003
H112 0.3584 -5.8210 -0.1425  0.000
H113 0.9539 -2.4118 3.1007  0.022
H114 -8.0786 -1.7039 4.1325  0.000
H115 -5.7430 1.4917 0.3377  0.011
H116 2.1810 -3.2489 5.5711  0.000
H117 3.1498 -2.5942 7.4028  0.000
H118 7.2902 -0.5551 -0.9669  0.000
H119 -2.1642 1.2027 -4.4318  0.003
H120 2.4069 -4.0604 4.0098  0.004
H121 -0.1251 5.3038 2.1360  0.002
H122 -0.2982 -0.4188 -7.9483  0.000
H123 -3.7493 1.4794 -2.5864  0.025
H124 -7.2166 -1.1412 -2.7171  0.000
H125 3.9598 -4.6822 5.8828  0.000
H126 -1.2936 -0.3636 -4.2888  -0.014
H127 -2.1216 -8.1460 0.2667  0.000
H128 4.9383 -3.9702 4.6389  0.000
H129 4.3511 -4.1633 8.3942  0.000
H130 -4.0670 -0.8151 -3.1227  -0.012
H131 -4.5376 -5.7247 1.2623  0.000
H132 3.2982 -0.4842 -0.8484  0.011
H133 0.8076 0.6552 -4.6548  0.024
H134 4.2547 5.2052 -0.1442  0.000
H135 2.5107 4.7665 3.3933  -0.001
H136 4.0992 3.7964 -1.0421  -0.002
H137 -4.5881 0.9783 4.7460  -0.007
H138 -0.0366 -3.7827 1.0033  0.016

**Multiplicity**: 2
**Net charge**: +5
**Total energy**: -5884.151617 Eh
**Largest force on an atom**: 3.629 eV/A